This record from the Open Molecules 2025 dataset describes a 8-piece molecular cluster, C29H60B2Cl2NO26 overall. The level of theory is ωB97M-V/def2-TZVPD.

Positions of all 120 atoms, in Å:
Cl1 1.12 -2.71 1.02
Cl2 1.33 -1.10 3.71
O1 -5.92 -2.35 -2.64
O2 6.27 4.75 -5.17
O3 -3.22 4.64 -2.23
O4 1.47 -4.31 6.52
O5 1.50 2.82 -6.06
O6 -0.26 0.16 1.20
O7 -4.96 -0.31 -2.59
O8 -1.52 -7.64 3.65
O9 4.31 -0.37 0.63
O10 3.10 1.57 0.28
O11 3.53 2.70 -2.31
O12 -4.62 -0.25 1.72
O13 8.00 4.08 -3.88
O14 0.03 -4.78 8.20
O15 -1.14 -7.59 1.53
O16 -0.43 2.36 -5.00
O17 -3.77 -2.22 -2.80
O18 -1.18 -9.59 2.58
O19 3.38 1.29 -2.47
O20 -4.04 6.48 -1.46
O21 -0.27 3.94 -6.60
O22 8.29 5.11 -5.87
O23 -5.30 5.25 -2.88
O24 2.26 -4.64 8.50
O25 -5.64 1.54 2.37
O26 -6.71 0.13 0.97
N1 0.91 2.17 1.90
C1 0.35 -4.20 5.62
C2 2.67 -1.90 1.39
C3 -5.11 7.43 -1.40
C4 9.69 5.00 -5.66
C5 -2.57 -1.43 -2.82
C6 -4.89 -1.51 -2.67
C7 5.34 4.24 -4.20
C8 -0.86 -8.26 0.30
C9 1.97 2.30 2.91
C10 2.12 0.54 0.23
C11 0.22 2.98 -5.80
C12 -5.75 0.44 1.62
C13 3.00 -0.78 0.40
C14 -7.19 -1.70 -2.47
C15 2.12 1.75 -5.30
C16 -1.69 -8.36 4.87
C17 -4.28 5.43 -2.25
C18 2.05 -4.94 9.88
C19 -4.60 -1.44 0.93
C20 -1.28 -8.39 2.59
C21 7.55 4.59 -4.87
C22 -3.34 3.45 -3.03
C23 2.86 -1.49 2.86
C24 -0.39 2.58 2.41
C25 3.62 -2.58 3.65
C26 4.48 0.70 -1.75
C27 -6.79 2.39 2.34
C28 -1.66 4.19 -6.39
C29 1.14 -4.59 7.77
B1 4.39 0.95 -0.12
B2 0.90 0.93 1.16
H1 3.16 1.74 -5.60
H2 4.41 -0.37 -2.02
H3 -1.95 4.96 -7.10
H4 -6.01 6.96 -1.00
H5 -0.31 -3.40 5.93
H6 4.36 4.46 -4.61
H7 3.42 -2.68 1.20
H8 5.32 1.63 0.28
H9 -6.54 3.23 2.99
H10 1.71 0.43 -0.79
H11 3.04 -4.95 10.33
H12 5.47 4.73 -3.24
H13 10.00 5.53 -4.76
H14 1.58 -5.92 10.00
H15 4.67 -2.31 3.75
H16 -0.77 1.93 3.20
H17 -2.58 -0.74 -3.67
H18 2.95 -1.27 -0.59
H19 3.53 -3.55 3.18
H20 -5.40 -2.12 1.25
H21 3.47 -0.59 2.85
H22 -1.12 2.63 1.60
H23 -5.32 7.84 -2.38
H24 0.08 -8.81 0.38
H25 -0.78 -7.48 -0.45
H26 2.65 1.46 2.89
H27 1.52 2.34 3.91
H28 0.77 -3.96 4.65
H29 -1.66 -8.95 0.05
H30 -0.78 -8.92 5.11
H31 3.22 -2.67 4.66
H32 -1.76 -2.14 -2.92
H33 -7.22 -1.15 -1.53
H34 -4.17 2.84 -2.68
H35 -7.38 -1.02 -3.30
H36 -1.83 4.53 -5.37
H37 1.43 -4.18 10.35
H38 9.99 3.95 -5.58
H39 -2.41 2.91 -2.92
H40 2.79 2.90 -1.71
H41 -2.47 -0.87 -1.90
H42 -0.30 3.59 2.83
H43 2.05 1.93 -4.24
H44 -3.64 -1.91 1.09
H45 -7.66 1.86 2.72
H46 -4.77 8.21 -0.73
H47 5.42 1.09 -2.17
H48 1.65 0.80 -5.56
H49 5.46 3.16 -4.07
H50 -6.98 2.74 1.33
H51 -0.19 -5.14 5.58
H52 -3.48 3.72 -4.07
H53 2.55 3.21 2.76
H54 -1.87 -7.62 5.65
H55 -0.58 -0.04 0.31
H56 -7.93 -2.50 -2.46
H57 -2.24 3.29 -6.58
H58 -2.53 -9.05 4.81
H59 10.16 5.45 -6.54
H60 -4.73 -1.19 -0.12

Its gap between HOMO and LUMO is 6.9 eV. As for the total charge: -1. The LUMO energy comes out at 0.0733 hartree. As for the total energy: -112171.370 eV.